The following is a DFT calculation (ωB97M-V/def2-TZVPD) of a structure of composition C43H38BFMoN3O11S2.

For the HOMO-LUMO gap (spin up / spin down), the calculation gives 6.11 / 6.19 eV. As for the spin multiplicity: 3. The value obtained for the HOMO energy (spin up / spin down) is -4.7 / -4.9 eV. For the electronic energy, the calculation gives -3643.0497 a.u. As for the net charge: -1.

Last column: Löwdin spin population.
Cartesian coordinates (Å):
Mo: -0.114 0.402 0.048  1.7637
C: 1.189 -1.536 3.273  0.0008
C: -0.135 -0.867 3.216  0.0023
N: -0.644 -0.280 2.161  0.0056
C: -1.857 0.244 2.519  0.0033
C: -2.095 -0.045 3.837  0.0005
N: -0.992 -0.753 4.254  0.0001
C: -3.193 0.216 4.798  0.0001
O: -4.227 0.892 4.356  0.0000
O: -3.097 -0.198 5.934  -0.0001
C: -2.630 1.040 1.521  0.0109
O: -3.748 1.468 1.828  0.0142
O: -2.040 1.221 0.406  0.0493
H: 1.438 -1.915 2.281  0.0005
H: 1.181 -2.368 3.976  0.0000
H: 1.960 -0.824 3.579  0.0001
H: -0.878 -1.091 5.196  0.0000
H: -4.115 1.164 3.381  -0.0001
C: 6.558 3.504 1.428  0.0001
C: 6.740 2.010 1.188  0.0006
C: 7.757 1.765 0.085  0.0001
C: 7.919 0.281 -0.181  0.0000
C: 6.591 -0.311 -0.550  0.0008
C: 6.490 -1.382 -1.405  0.0017
C: 5.240 -1.906 -1.734  0.0008
F: 5.202 -2.944 -2.591  0.0001
C: 4.085 -1.398 -1.222  0.0008
C: 4.168 -0.318 -0.327  0.0012
C: 2.934 0.205 0.248  0.0105
O: 1.857 -0.369 -0.046  0.0395
C: 3.061 1.311 1.123  0.0058
C: 4.309 1.804 1.376  0.0071
N: 5.455 1.353 0.833  0.0101
C: 5.408 0.247 -0.013  0.0020
C: 1.914 1.987 1.858  0.0039
O: 2.205 2.653 2.848  0.0005
O: 0.745 1.820 1.388  0.0237
H: 7.541 3.975 1.439  0.0000
H: 6.076 3.732 2.376  0.0000
H: 5.971 3.956 0.627  0.0000
H: 7.098 1.533 2.107  0.0003
H: 8.703 2.216 0.388  0.0000
H: 7.426 2.276 -0.824  0.0000
H: 8.305 -0.210 0.718  0.0000
H: 8.641 0.098 -0.978  0.0000
H: 7.376 -1.826 -1.841  0.0001
H: 3.115 -1.782 -1.509  0.0001
H: 4.371 2.624 2.075  0.0003
C: -0.391 -1.052 -9.049  0.0000
C: -1.375 -1.230 -7.887  0.0000
C: -1.979 -2.639 -7.962  0.0000
C: -2.501 -0.203 -8.060  0.0000
C: -0.680 -1.068 -6.532  0.0002
C: 0.663 -1.408 -6.372  0.0001
C: 1.316 -1.326 -5.139  0.0002
C: 0.576 -0.891 -4.068  -0.0013
O: 0.960 -0.701 -2.773  -0.0019
B: -0.190 -0.213 -2.090  0.0052
O: -1.262 -0.161 -3.005  0.0021
C: -0.763 -0.554 -4.206  -0.0004
C: -1.411 -0.634 -5.416  0.0002
H: -0.937 -1.035 -9.995  0.0000
H: 0.326 -1.871 -9.105  0.0000
H: 0.166 -0.119 -8.959  0.0000
H: -2.528 -2.775 -8.898  0.0000
H: -2.668 -2.807 -7.133  0.0000
H: -1.198 -3.398 -7.908  0.0000
H: -2.886 -0.245 -9.081  0.0000
H: -2.149 0.812 -7.867  0.0000
H: -3.338 -0.400 -7.390  0.0000
H: 1.234 -1.747 -7.225  0.0000
H: 2.360 -1.585 -5.032  0.0000
H: -2.454 -0.363 -5.480  0.0000
O: 2.634 -7.002 -1.077  0.0001
C: 1.496 -6.910 -0.337  0.0003
O: 1.107 -7.876 0.262  0.0005
C: 0.813 -5.594 -0.346  0.0014
C: 1.465 -4.398 -0.646  0.0001
C: 0.788 -3.194 -0.633  0.0024
C: -0.576 -3.135 -0.325  0.0049
S: -1.522 -1.669 -0.309  -0.0059
C: -1.223 -4.344 -0.018  0.0003
C: -0.543 -5.543 -0.021  -0.0002
H: 2.753 -6.187 -1.577  0.0000
H: 2.529 -4.379 -0.864  0.0000
H: 1.309 -2.276 -0.861  0.0009
H: -2.276 -4.324 0.232  -0.0002
H: -1.053 -6.463 0.231  0.0000
S: 0.624 2.089 -1.606  0.0223
C: 0.429 3.642 -0.770  0.0022
C: 1.538 4.476 -0.646  0.0016
C: 1.432 5.715 -0.032  -0.0001
C: 0.214 6.137 0.480  0.0013
C: -0.895 5.309 0.359  0.0002
C: -0.794 4.078 -0.266  0.0016
H: 2.492 4.139 -1.035  0.0008
H: 2.309 6.346 0.057  -0.0001
H: 0.130 7.096 0.974  0.0001
H: -1.850 5.623 0.760  0.0000
H: -1.659 3.434 -0.346  -0.0004

Forces on the atoms, in the same order (eV/Å):
Mo -0.179 0.349 0.249
C 0.014 -0.005 -0.041
C 0.025 -0.133 0.102
N -0.061 0.125 -0.274
C 0.024 -0.003 0.235
C 0.023 0.008 -0.136
N -0.031 0.084 -0.152
C 0.129 -0.029 -0.050
O -0.031 0.153 -0.287
O -0.034 0.005 0.001
C -0.024 -0.092 0.135
O -0.013 0.050 0.150
O 0.138 -0.121 -0.104
H -0.002 0.011 0.013
H 0.004 -0.001 0.008
H 0.002 0.005 -0.006
H -0.034 -0.016 0.022
H 0.063 -0.149 0.123
C 0.029 0.018 0.021
C -0.076 -0.068 0.010
C -0.005 0.056 0.003
C 0.044 -0.043 0.002
C -0.159 0.009 0.023
C -0.031 0.008 0.015
C 0.068 0.080 0.074
F -0.028 -0.046 -0.044
C 0.016 0.024 0.011
C -0.034 -0.075 -0.057
C -0.074 0.137 -0.090
O 0.021 -0.113 0.122
C 0.046 -0.002 0.025
C -0.028 -0.028 -0.062
N -0.097 0.052 0.037
C 0.144 -0.043 -0.046
C 0.113 0.041 0.024
O -0.003 -0.005 -0.047
O -0.119 -0.127 -0.061
H 0.001 -0.003 0.023
H -0.011 -0.012 0.003
H 0.012 -0.010 -0.031
H 0.047 0.024 -0.026
H 0.003 -0.012 0.006
H 0.000 0.009 -0.006
H 0.014 0.007 -0.008
H 0.000 0.007 -0.006
H 0.015 0.006 -0.001
H 0.066 0.034 0.000
H 0.007 0.015 0.003
C 0.008 0.000 -0.021
C 0.006 0.015 0.007
C -0.019 -0.016 -0.017
C -0.005 0.014 0.011
C 0.006 -0.018 -0.027
C -0.018 0.004 -0.011
C -0.056 0.026 0.045
C 0.015 -0.025 -0.072
O -0.061 -0.055 0.162
B -0.009 -0.067 0.171
O 0.032 0.184 0.022
C -0.016 -0.040 -0.026
C 0.049 -0.039 0.008
H -0.011 -0.021 -0.006
H 0.015 -0.005 0.011
H -0.016 0.028 0.004
H 0.002 0.003 -0.023
H -0.012 0.008 0.008
H 0.014 -0.001 0.015
H -0.010 -0.017 -0.004
H 0.030 0.009 -0.017
H -0.006 0.001 0.017
H 0.010 -0.001 0.002
H 0.021 -0.009 -0.007
H -0.022 0.014 0.006
O 0.013 -0.035 0.047
C 0.001 0.023 -0.002
O -0.005 -0.033 -0.018
C 0.003 0.030 0.008
C -0.050 -0.076 -0.005
C 0.066 0.150 -0.030
C -0.030 -0.010 0.063
S 0.111 -0.099 -0.222
C -0.074 -0.008 0.017
C 0.050 0.001 0.011
H 0.007 0.019 -0.034
H 0.019 -0.001 -0.001
H -0.087 -0.113 0.029
H -0.007 0.017 -0.004
H 0.015 -0.015 -0.008
S -0.009 -0.102 -0.040
C 0.074 0.086 0.053
C 0.038 -0.048 -0.039
C 0.002 0.048 0.022
C -0.005 -0.018 -0.002
C 0.009 0.063 0.033
C -0.074 -0.066 -0.039
H 0.006 -0.008 -0.005
H -0.001 0.007 0.006
H 0.002 0.012 0.001
H -0.012 0.000 0.001
H 0.000 0.001 -0.009